[1]
ORCA calculation (ωB97M-V with the def2-TZVPD basis set) on a molecular structure, C18H22ClIN2O5OsS.

Each line ends with the Mulliken spin population.
Cartesian coordinates (Å):
Os  -0.025  -0.297  -0.104  2.74
O  1.499  -0.292  5.556  0.00
C  0.472  -1.094  5.354  0.00
O  -0.012  -1.778  6.207  0.00
C  -0.128  -1.134  3.969  -0.02
C  -1.301  -1.826  3.657  0.04
Cl  -2.395  -2.621  4.648  0.01
N  -1.534  -1.700  2.328  -0.05
N  -0.569  -0.943  1.764  0.08
C  0.266  -0.589  2.753  0.01
C  1.370  0.337  2.337  -0.04
O  2.192  0.767  3.099  0.04
O  1.292  0.637  1.050  0.10
C  -2.629  -2.169  1.561  0.09
C  -3.354  -1.267  0.806  -0.02
C  -4.446  -1.731  0.085  0.10
C  -4.825  -3.076  0.141  0.00
C  -4.101  -3.973  0.898  0.04
C  -2.972  -3.536  1.604  0.08
H  1.813  0.172  4.751  0.00
H  -3.093  -0.213  0.812  0.00
H  -5.034  -1.035  -0.498  0.00
H  -5.699  -3.410  -0.401  0.00
H  -4.402  -5.010  0.965  0.00
H  -2.424  -4.213  2.249  -0.01
I  -0.943  -3.737  -0.626  0.68
C  -0.770  -1.768  -1.428  -0.07
H  -1.739  -1.563  -1.886  0.01
H  -0.033  -1.927  -2.218  0.06
C  -0.461  2.158  -4.336  0.00
C  0.906  2.816  -4.194  0.00
C  1.981  1.937  -3.573  0.00
S  1.927  1.528  -1.826  0.01
O  0.641  0.593  -1.735  0.09
C  1.499  3.079  -1.006  0.01
C  0.017  3.410  -0.891  0.02
C  -0.159  4.712  -0.116  0.00
H  -1.182  2.878  -4.719  0.00
H  -0.837  1.776  -3.387  0.00
H  -0.420  1.328  -5.041  0.00
H  0.840  3.766  -3.661  0.00
H  1.289  3.073  -5.184  0.00
H  2.971  2.400  -3.641  0.00
H  2.063  0.963  -4.062  0.00
H  2.036  3.830  -1.593  0.00
H  1.970  3.013  -0.025  0.00
H  -0.502  2.597  -0.365  0.00
H  -0.438  3.487  -1.878  0.00
H  0.275  4.637  0.881  0.00
H  -1.215  4.953  -0.008  0.00
H  0.320  5.546  -0.629  0.00

## Properties
LUMO energy (alpha / beta): -6.542 / -10.278 eV
charge: +2
energy above the lowest of the compared OMol25 structures with the same formula, charge and spin: 0.00 kJ/mol
spin multiplicity: 5

***

[2]
ORCA calculation (ωB97M-V with the def2-TZVPD basis set) on 6 unconnected molecules or ions with the total composition C41H42N5O17P.

Each line ends with the Mulliken charge.
Cartesian coordinates (Å):
C  -2.541  0.720  -0.249  -1.61
C  -1.183  0.059  -0.374  0.34
O  -1.147  -1.191  0.333  -0.37
P  -0.570  -2.563  -0.243  1.08
O  -0.227  -3.466  0.866  -0.81
C  0.824  -2.232  -1.338  -0.97
C  1.839  -1.215  -0.794  -0.69
C  2.418  -1.596  0.584  -0.54
C  2.541  -0.449  1.526  0.11
C  2.711  0.858  1.343  0.79
O  2.816  1.579  0.206  -0.60
C  2.709  1.552  2.668  0.39
O  2.686  2.710  2.912  -0.52
O  2.696  0.574  3.641  -0.31
C  2.479  -0.645  3.003  0.08
O  2.285  -1.637  3.625  -0.59
O  -1.647  -3.131  -1.258  -0.30
C  -3.003  -3.329  -0.795  0.00
C  -3.166  -4.653  -0.073  -1.33
H  -2.896  0.685  0.781  0.38
H  -2.416  1.773  -0.519  0.46
H  -3.272  0.304  -0.940  0.23
H  -0.894  -0.032  -1.420  0.31
H  -0.446  0.706  0.113  0.11
H  1.302  -3.207  -1.459  0.39
H  0.461  -1.913  -2.317  0.37
H  1.404  -0.218  -0.771  0.44
H  2.656  -1.157  -1.517  0.54
H  3.408  -2.049  0.470  0.45
H  1.804  -2.353  1.079  0.39
H  3.672  1.429  -0.210  0.36
H  -3.615  -3.295  -1.690  0.22
H  -3.299  -2.489  -0.162  0.21
H  -2.770  -4.618  0.941  0.30
H  -2.682  -5.453  -0.632  0.28
H  -4.233  -4.880  -0.011  0.44
C  3.034  -2.250  6.643  -0.24
C  3.993  -1.753  7.517  -0.42
C  4.347  -2.471  8.648  -0.31
C  3.729  -3.687  8.878  -0.07
C  2.765  -4.200  8.029  -0.37
C  2.419  -3.468  6.904  -0.64
N  4.124  -4.467  10.063  1.03
O  4.971  -3.994  10.798  -0.62
O  3.586  -5.542  10.240  -0.61
H  2.767  -1.696  5.754  0.48
H  4.473  -0.806  7.313  0.41
H  5.093  -2.099  9.334  0.51
H  2.303  -5.152  8.244  0.46
H  1.674  -3.852  6.221  0.42
C  10.312  -2.672  9.635  -0.44
C  10.836  -1.670  8.829  -0.38
C  10.264  -1.398  7.596  -0.42
C  9.169  -2.143  7.198  0.13
C  8.633  -3.148  7.981  -0.31
C  9.215  -3.411  9.212  -0.46
N  8.547  -1.846  5.894  1.04
O  9.046  -0.969  5.217  -0.62
O  7.571  -2.494  5.576  -0.61
H  10.760  -2.878  10.598  0.38
H  11.691  -1.097  9.160  0.37
H  10.655  -0.623  6.954  0.45
H  7.777  -3.713  7.642  0.49
H  8.806  -4.190  9.840  0.39
C  -4.654  1.572  -6.998  -0.30
C  -3.646  2.011  -6.149  -0.59
C  -3.193  1.200  -5.123  -0.12
C  -3.771  -0.047  -4.964  -0.23
C  -4.773  -0.510  -5.796  -0.18
C  -5.212  0.312  -6.820  -0.69
N  -3.321  -0.900  -3.856  0.94
O  -2.500  -0.432  -3.084  -0.51
O  -3.807  -2.005  -3.751  -0.61
H  -4.999  2.218  -7.795  0.49
H  -3.216  2.995  -6.282  0.39
H  -2.416  1.534  -4.451  0.47
H  -5.207  -1.486  -5.634  0.47
H  -6.001  -0.028  -7.477  0.38
C  -6.321  3.653  1.028  -0.45
C  -5.886  4.282  -0.131  -0.51
C  -5.917  3.609  -1.342  -0.34
C  -6.390  2.310  -1.360  0.09
C  -6.826  1.661  -0.220  -0.32
C  -6.787  2.346  0.984  -0.49
N  -6.426  1.587  -2.645  1.09
O  -6.003  2.160  -3.628  -0.58
O  -6.859  0.452  -2.642  -0.62
H  -6.297  4.185  1.970  0.40
H  -5.523  5.300  -0.094  0.39
H  -5.582  4.077  -2.255  0.48
H  -7.183  0.644  -0.277  0.47
H  -7.123  1.857  1.888  0.39
C  -1.181  6.210  -11.428  -0.43
C  -1.828  7.045  -10.526  -0.41
C  -2.921  6.584  -9.811  -0.36
C  -3.341  5.283  -10.020  0.14
C  -2.717  4.433  -10.914  -0.32
C  -1.626  4.909  -11.623  -0.45
N  -4.495  4.782  -9.253  1.05
O  -5.041  5.544  -8.484  -0.60
O  -4.832  3.626  -9.433  -0.64
H  -0.326  6.575  -11.982  0.38
H  -1.480  8.058  -10.377  0.37
H  -3.439  7.216  -9.106  0.45
H  -3.078  3.425  -11.050  0.45
H  -1.122  4.262  -12.328  0.37

## Properties
LUMO energy: -0.853 eV
structure (SMILES): CCOP(=O)(CCCC1=C(O)C(=O)OC1=O)OCC.O=[N+]([O-])c1ccccc1.O=[N+]([O-])c1ccccc1.O=[N+]([O-])c1ccccc1.O=[N+]([O-])c1ccccc1.O=[N+]([O-])c1ccccc1

***

[3]
ORCA calculation (ωB97M-V with the def2-TZVPD basis set) on a molecular structure, C30H43Cl5P2Ru at a distorted geometry.

Each line ends with the Mulliken spin population.
Cartesian coordinates (Å):
Ru  0.372  -0.806  1.491  2.82
C  -0.494  -2.588  2.531  -0.04
C  0.889  -2.728  2.101  0.05
C  0.785  -1.173  3.867  0.26
C  -0.539  -1.649  3.632  0.27
C  1.675  -1.813  2.927  0.06
C  -1.646  -3.393  2.056  0.02
H  -1.396  -3.893  1.119  0.01
H  -2.535  -2.762  1.915  0.00
H  -1.909  -4.168  2.793  0.00
C  -1.770  -1.262  4.379  0.03
H  -2.662  -1.644  3.869  -0.01
H  -1.846  -0.165  4.493  -0.01
H  -1.755  -1.700  5.391  0.02
C  1.207  -0.203  4.917  0.05
H  1.229  -0.690  5.904  0.02
H  0.497  0.636  4.971  -0.02
H  2.218  0.172  4.720  0.00
C  3.154  -1.741  2.965  -0.02
H  3.548  -2.351  3.793  0.00
H  3.496  -0.710  3.127  0.01
H  3.578  -2.125  2.034  0.00
C  1.449  -3.741  1.177  0.09
H  1.837  -4.625  1.702  0.01
H  2.280  -3.308  0.612  -0.01
H  0.685  -4.085  0.475  0.00
C  -1.897  0.361  -5.061  0.00
C  -1.781  -0.966  -5.141  0.00
C  -0.836  -1.759  -6.001  0.00
C  0.499  -1.078  -6.378  0.00
C  1.278  -0.532  -5.216  0.00
C  1.148  0.674  -4.645  0.00
C  0.227  1.790  -5.043  0.00
C  -1.071  1.391  -5.781  0.00
H  -1.329  -2.065  -6.942  0.00
H  0.316  -0.307  -7.136  0.00
H  -0.626  -2.699  -5.467  0.00
H  -0.831  1.074  -6.803  0.00
H  -2.707  0.796  -4.463  0.00
H  -2.500  -1.593  -4.605  0.00
H  -1.682  2.306  -5.873  0.00
H  -0.035  2.339  -4.123  0.00
H  1.832  0.944  -3.838  0.00
H  0.759  2.521  -5.678  0.00
H  1.124  -1.848  -6.863  0.00
H  2.063  -1.207  -4.863  0.00
P  -0.876  -0.655  -0.360  0.02
P  1.860  0.690  0.678  0.12
C  -0.030  0.598  -1.418  0.02
C  0.941  1.535  -0.681  0.04
H  -0.796  1.167  -1.968  0.01
H  0.530  0.023  -2.173  0.01
H  1.700  1.920  -1.374  0.00
H  0.396  2.392  -0.264  -0.02
C  2.467  1.932  1.835  0.04
H  3.085  1.468  2.616  0.00
H  1.620  2.430  2.325  -0.02
H  3.068  2.676  1.291  0.01
C  3.267  -0.172  -0.079  0.04
H  3.753  0.444  -0.843  0.00
H  2.921  -1.104  -0.540  -0.01
H  4.000  -0.428  0.691  0.01
C  -2.618  -0.354  -0.044  0.04
H  -3.015  -1.213  0.517  0.01
H  -3.158  -0.269  -0.999  0.00
H  -2.761  0.565  0.549  -0.02
C  -0.859  -2.214  -1.295  0.06
H  0.150  -2.637  -1.255  -0.02
H  -1.152  -2.060  -2.341  0.02
H  -1.550  -2.927  -0.831  0.00
Cl  -1.494  2.053  5.601  0.12
C  -1.643  3.195  4.320  0.27
C  -1.783  2.805  3.027  0.08
C  -1.852  3.684  1.991  0.03
Cl  -1.951  3.123  0.366  0.01
C  -1.845  5.087  2.241  0.23
Cl  -1.940  6.184  0.940  0.10
C  -1.767  5.542  3.590  0.02
Cl  -1.920  7.208  3.946  0.01
C  -1.616  4.598  4.635  0.12
Cl  -1.432  5.092  6.265  0.04

## Properties
LUMO energy (alpha / beta): -2.653 / -6.545 eV
charge: +1
energy above the lowest of the compared OMol25 structures with the same formula, charge and spin: 35.59 kJ/mol
spin multiplicity: 6

***

[4]
ORCA calculation (ωB97M-V with the def2-TZVPD basis set) on a molecular structure, C28H44BrNOP2Ti at a distorted geometry.

Each line ends with the Mulliken charge.
Cartesian coordinates (Å):
C  1.076  -3.660  -3.817  -0.30
C  1.284  -2.260  -3.667  0.72
C  0.957  -1.489  -4.825  -0.36
C  0.709  -2.142  -6.042  -0.42
N  0.682  -3.465  -6.188  -0.44
C  0.827  -4.193  -5.089  -0.47
C  1.621  -1.756  -2.363  0.04
C  1.868  -1.228  -1.271  -0.29
C  2.552  -0.492  -0.226  0.36
C  1.965  -0.005  1.090  1.91
C  2.383  1.338  1.655  -0.35
C  3.723  1.561  1.381  -0.28
C  4.546  0.813  0.477  -0.29
C  3.972  -0.185  -0.380  -0.97
Ti  0.154  0.717  1.220  -0.48
P  -1.332  -0.497  -0.550  1.41
H  0.950  -0.431  -4.837  0.57
H  1.144  -4.330  -3.001  0.55
H  0.536  -1.590  -6.972  0.41
H  0.733  -5.272  -5.266  0.41
H  4.705  -0.692  -1.093  0.54
H  1.975  -0.780  1.904  -1.43
H  5.663  1.124  0.449  0.49
H  1.929  1.684  2.608  0.76
C  -2.960  -0.094  0.154  -0.79
C  -4.211  -0.265  -0.707  -1.49
H  -2.904  0.935  0.544  0.58
H  -3.024  -0.738  1.034  0.48
H  -5.078  0.040  -0.112  0.47
H  -4.223  0.361  -1.607  0.29
H  -4.402  -1.313  -0.979  0.35
C  -1.435  -0.009  -2.289  -0.10
C  -2.127  -0.924  -3.278  -1.77
H  -0.398  0.199  -2.588  0.38
H  -1.953  0.951  -2.269  0.48
H  -2.198  -0.410  -4.240  0.46
H  -1.595  -1.858  -3.488  0.30
H  -3.158  -1.161  -3.010  0.38
C  -1.232  -2.303  -0.548  0.50
C  -2.489  -3.106  -0.820  -1.58
H  -0.801  -2.563  0.435  0.15
H  -0.438  -2.507  -1.264  -0.24
H  -2.224  -4.166  -0.770  0.48
H  -3.291  -2.956  -0.095  0.38
H  -2.885  -2.961  -1.834  0.29
Br  4.689  2.968  2.406  0.08
P  -0.225  2.981  -0.078  1.40
C  -1.724  3.303  -0.989  -0.43
C  -2.414  4.643  -0.791  -1.43
H  -2.463  2.535  -0.730  0.20
H  -1.528  3.171  -2.058  0.58
H  -3.383  4.645  -1.314  0.43
H  -2.627  4.862  0.253  0.33
H  -1.847  5.496  -1.183  0.32
C  -0.283  3.938  1.488  -0.54
C  0.359  5.333  1.495  -1.43
H  0.214  3.360  2.291  0.27
H  -1.339  4.027  1.791  0.55
H  0.365  5.716  2.532  0.45
H  1.398  5.321  1.147  0.32
H  -0.195  6.058  0.879  0.32
C  1.169  3.563  -1.105  -0.63
C  0.914  4.818  -1.951  -1.32
H  1.412  2.739  -1.803  0.46
H  2.067  3.687  -0.473  0.34
H  1.814  5.038  -2.551  0.43
H  0.082  4.686  -2.654  0.36
H  0.690  5.714  -1.350  0.28
C  -0.603  -2.675  3.937  -1.17
C  0.371  -1.855  3.201  0.82
C  1.845  -1.904  3.495  -1.17
O  -0.143  -0.980  2.383  -0.36
H  -0.066  -3.116  4.789  0.45
H  -1.022  -3.472  3.299  0.33
H  -1.426  -2.033  4.263  0.35
H  2.427  -2.237  2.588  0.37
H  2.186  -0.875  3.761  0.35
H  1.933  -2.582  4.348  0.58

## Properties
LUMO energy (alpha / beta): -15.063 / -15.064 eV
charge: +4
energy above the lowest of the compared OMol25 structures with the same formula, charge and spin: 0.00 kJ/mol

***

[5]
ORCA calculation (ωB97M-V with the def2-TZVPD basis set) on 2 unconnected molecules or ions with the total composition C7H14N3O2 at a distorted geometry.

Each line ends with the Mulliken charge.
Cartesian coordinates (Å):
C  2.871  -0.468  0.171  -0.57
C  1.727  -1.452  -0.192  -0.50
C  -2.614  -0.170  0.062  0.88
C  0.848  0.602  0.129  0.62
C  -2.687  -0.970  1.413  -1.17
C  -2.349  -1.076  -1.085  -1.22
C  2.963  1.923  -0.424  -0.98
N  -2.516  1.044  0.027  0.85
N  -2.907  2.167  0.055  -0.86
N  2.149  0.791  -0.094  0.07
O  0.548  -0.713  0.143  -0.29
O  -0.042  1.470  0.238  -0.67
H  3.075  -0.565  1.278  0.26
H  3.680  -0.576  -0.467  0.41
H  1.682  -1.830  -1.172  0.30
H  1.656  -2.445  0.370  0.30
H  -1.991  -1.819  1.285  0.36
H  -3.744  -1.303  1.396  0.41
H  -2.655  -0.246  2.330  0.33
H  -1.352  -0.878  -1.390  0.27
H  -2.982  -0.971  -1.887  0.44
H  -2.467  -2.141  -0.735  0.35
H  2.227  2.608  -0.721  0.38
H  3.533  2.369  0.438  0.29
H  3.595  1.705  -1.200  0.37
H  -2.246  2.943  0.031  0.35

## Properties
LUMO energy: -4.703 eV
charge: +1
energy above the lowest of the compared OMol25 structures with the same formula, charge and spin: 300.44 kJ/mol

***

[6]
ORCA calculation (ωB97M-V with the def2-TZVPD basis set) on a single C3H7N5O2S molecule at a distorted geometry.

Each line ends with the Mulliken charge.
Cartesian coordinates (Å):
C  1.485  1.082  -1.115  -0.61
C  2.399  0.377  -0.261  0.76
C  1.676  -0.582  0.465  -0.75
N  0.269  0.615  -0.887  -0.67
N  0.240  -0.346  -0.047  0.66
N  3.761  0.230  -0.369  -0.49
N  -3.586  -0.631  -0.533  -0.62
N  -1.229  -0.842  0.117  -0.50
O  -2.318  1.469  0.720  -0.53
O  -3.068  -0.688  1.839  -0.48
S  -2.333  0.035  0.530  1.00
H  1.697  1.803  -1.858  0.42
H  -2.893  -0.387  2.713  0.34
H  4.269  -0.382  0.236  0.21
H  4.330  1.071  -0.594  0.23
H  -3.709  -0.163  -1.449  0.30
H  -3.028  -1.483  -0.790  0.36
H  2.036  -1.178  1.281  0.39

## Properties
LUMO energy: 0.644 eV
energy above the lowest of the compared OMol25 structures with the same formula, charge and spin: 254.12 kJ/mol
structure (SMILES): Nc1cnn(N=[S@](N)(=O)O)c1